Arrangement i

15
Properties=species:S:1:pos:R:3 method="wB97M-V/def2-TZVPD" smiles=CS.O.O.O homo_lumo_gap_ev=9.23 e_homo_ev=-8.75
C 0.894 1.801 0.642
S -0.866 1.781 1.463
H 0.855 1.680 -0.443
H 1.257 0.842 0.981
H 1.299 2.751 0.972
H -0.634 2.936 2.044
O -0.444 -0.231 -2.454
H -0.301 -0.806 -3.221
H -0.129 0.632 -2.735
O -0.528 -3.461 -0.613
H -1.288 -3.659 -1.157
H -0.834 -3.150 0.234
O 1.768 -0.974 0.034
H 1.896 -1.769 0.584
H 0.872 -1.001 -0.324


Arrangement ii

15
Properties=species:S:1:pos:R:3 method="wB97M-V/def2-TZVPD" smiles=CS.O.O.O homo_lumo_gap_ev=9.99 e_homo_ev=-9.45
C -0.554 1.733 0.715
S -0.690 2.074 -1.053
H 0.514 1.553 0.962
H -1.069 0.815 1.156
H -0.844 2.678 1.267
H -1.998 2.386 -1.130
O -0.713 -1.629 2.444
H -1.009 -2.524 2.547
H 0.055 -1.652 1.838
O 1.177 -1.602 0.397
H 1.783 -0.888 0.213
H 0.873 -1.651 -0.512
O 1.117 -0.568 -2.740
H 0.812 -0.908 -3.645
H 0.546 0.183 -2.459


Least stable of them? arrangement i.


Arrangement i

29
Properties=species:S:1:pos:R:3 method="wB97M-V/def2-TZVPD" homo_lumo_gap_ev="7.09 / 7.08" charge=+1 e_homo_ev="-11.16 / -11.16"
C 0.358 -3.187 1.122
C -0.282 -2.998 -0.126
C 0.047 -2.388 2.167
C -1.269 -2.084 -0.298
C -0.727 2.178 -1.501
C -1.016 -1.331 2.089
C 0.693 1.946 -1.327
C 0.624 0.755 -0.329
C -1.599 -1.137 0.731
C 1.759 0.865 0.708
N -1.468 1.523 -0.595
N -0.708 0.730 0.284
N -1.259 2.775 -2.596
Cl -3.212 -0.503 0.643
H 1.197 -3.951 1.170
H 0.082 -3.562 -1.043
H 0.443 -2.708 3.107
H -1.967 -2.111 -1.155
H -1.870 -1.309 2.883
H -0.386 -0.452 2.311
H 0.995 1.810 -2.426
H 1.167 2.995 -1.130
H 0.839 -0.200 -0.751
H 1.892 0.002 1.446
H 1.657 1.663 1.293
H 2.682 0.786 0.115
H -2.582 1.416 -0.521
H -0.749 3.520 -2.980
H -2.296 2.915 -2.636


Arrangement ii

29
Properties=species:S:1:pos:R:3 method="wB97M-V/def2-TZVPD" smiles="[NH2+]=c1cnn(C2CCCCC2)c(Cl)c1" homo_lumo_gap_ev=9.28 charge=+1 e_homo_ev=-13.37
N 5.104 1.269 -0.158
C 3.886 0.747 -0.097
C 2.724 1.559 -0.161
N 1.524 1.087 -0.025
N 1.279 -0.161 0.162
C -0.107 -0.566 0.344
C -0.713 -0.970 -1.008
C -2.177 -1.358 -0.812
C -2.958 -0.186 -0.226
C -2.370 0.232 1.117
C -0.894 0.589 0.967
C 2.387 -1.131 0.158
Cl 2.018 -2.771 0.290
C 3.659 -0.644 0.036
H 5.930 0.696 -0.106
H 5.221 2.266 -0.229
H 2.785 2.626 -0.310
H -0.114 -1.430 1.017
H -0.150 -1.800 -1.437
H -0.648 -0.122 -1.692
H -2.245 -2.220 -0.146
H -2.601 -1.644 -1.774
H -2.910 0.655 -0.919
H -4.007 -0.455 -0.097
H -2.909 1.102 1.494
H -2.492 -0.572 1.844
H -0.801 1.465 0.327
H -0.466 0.827 1.944
H 4.492 -1.329 0.051


Least stable of them? arrangement i.


Arrangement i

13
Properties=species:S:1:pos:R:3 method="wB97M-V/def2-TZVPD" smiles="C/C(N)=C/N" homo_lumo_gap_ev=8.20 e_homo_ev=-7.11
C -0.426 1.686 -0.141
C -0.287 0.159 -0.100
N -1.176 -0.448 0.823
C 0.795 -0.437 -0.631
N 1.341 -1.642 -0.045
H 0.361 2.090 -0.669
H -1.407 2.086 -0.770
H -0.549 2.127 0.855
H -2.212 -0.361 0.820
H -0.931 -1.448 0.757
H 1.465 0.001 -1.498
H 0.659 -2.055 0.544
H 2.368 -1.758 0.056


Arrangement ii

13
Properties=species:S:1:pos:R:3 method="wB97M-V/def2-TZVPD" smiles="[H]/N=C/N.C=C" homo_lumo_gap_ev=10.54 e_homo_ev=-9.57
H 2.912 -0.170 -1.623
N 2.279 0.579 -1.359
C 2.355 0.764 -0.110
N 1.549 1.686 0.535
H 3.217 0.503 0.511
H 1.103 2.345 -0.085
H 1.973 2.040 1.374
C -1.987 -1.452 -0.100
C -3.213 -1.147 0.305
H -1.603 -2.443 -0.301
H -1.228 -0.683 -0.120
H -3.989 -1.900 0.359
H -3.368 -0.123 0.614


Least stable of them? arrangement i.


Arrangement i

13
Properties=species:S:1:pos:R:3 method="wB97M-V/def2-TZVPD" smiles="C=CN.C=N" homo_lumo_gap_ev=9.15 e_homo_ev=-8.24
C 2.056 0.169 0.006
C 1.438 -1.001 -0.194
N 1.247 -2.000 0.775
H 2.617 0.322 0.913
H 1.834 0.912 -0.745
H 0.964 -1.265 -1.130
H 1.473 -1.728 1.703
H 0.361 -2.473 0.737
C -2.337 1.422 -0.812
N -2.182 1.881 0.353
H -2.067 2.025 -1.669
H -2.839 0.469 -1.006
H -2.567 1.267 1.069


Arrangement ii

13
Properties=species:S:1:pos:R:3 method="wB97M-V/def2-TZVPD" homo_lumo_gap_ev=9.52 e_homo_ev=-8.59
C 2.108 0.199 0.341
N 1.385 -1.094 0.103
C 0.142 -0.995 -0.198
N -0.588 0.160 -0.115
C -2.043 0.196 -0.300
H 2.018 0.438 1.501
H 1.727 1.075 -0.314
H 3.155 -0.046 0.285
H -0.369 -1.936 -0.427
H -0.093 1.107 -0.099
H -2.454 1.153 0.329
H -2.547 -0.607 0.285
H -2.441 0.351 -1.392


Least stable of them? arrangement i.


Arrangement i

9
Properties=species:S:1:pos:R:3 method="wB97M-V/def2-TZVPD" homo_lumo_gap_ev="6.30 / 5.23" charge=-1 e_homo_ev="-3.38 / -3.76"
C -0.934 1.264 1.801
C -2.057 -0.734 1.846
C -0.383 0.746 0.539
N -1.743 0.461 2.368
O -2.814 -1.601 2.176
S 1.761 2.416 -0.319
S -1.064 -1.013 0.397
H -0.700 1.256 -0.341
H 0.829 0.936 0.583


Arrangement ii

9
Properties=species:S:1:pos:R:3 method="wB97M-V/def2-TZVPD" homo_lumo_gap_ev="6.63 / 6.64" charge=-1 e_homo_ev="-3.41 / -3.41"
C -0.211 -2.037 -0.068
C 0.978 0.830 -0.330
C -1.490 1.276 -0.006
N -0.324 1.354 -0.213
O 2.372 -1.455 -0.260
S -3.030 1.209 0.197
S 1.059 -0.959 0.113
H -1.121 -1.556 0.216
H 1.766 1.338 0.350


Least stable of them? arrangement ii.


Arrangement i

14
Properties=species:S:1:pos:R:3 method="wB97M-V/def2-TZVPD" multiplicity=3 homo_lumo_gap_ev="6.80 / 8.16" s_squared=2.010 charge=+2 e_homo_ev="-16.69 / -21.05"
C -1.997 -1.133 -1.624
C 0.949 0.257 -0.339
C 1.636 -0.440 -1.147
C -0.027 0.781 1.753
N -1.464 -1.122 -0.570
N 0.680 1.168 0.512
H -2.306 -1.135 -2.592
H 2.621 -0.092 -1.121
H 1.355 -1.340 -1.716
H -1.407 -1.206 0.414
H -1.052 1.080 1.883
H 0.484 1.269 2.499
H 0.013 -0.223 1.955
H 0.514 2.136 0.094


Arrangement ii

14
Properties=species:S:1:pos:R:3 method="wB97M-V/def2-TZVPD" multiplicity=3 homo_lumo_gap_ev="9.44 / 6.88" s_squared=2.006 charge=+2 e_homo_ev="-18.97 / -22.01"
C 1.399 -0.962 0.058
C -0.476 -0.659 0.069
C -2.293 -0.033 -0.186
C 1.309 1.476 0.035
N 0.140 -1.796 0.097
N 0.794 0.161 0.071
H 2.411 -1.209 0.058
H -2.348 0.412 0.834
H -2.817 -1.009 -0.492
H -2.065 0.762 -0.944
H 2.375 1.388 0.133
H 0.848 2.079 0.842
H 0.959 2.105 -0.726
H -0.237 -2.714 0.153


Least stable of them? arrangement ii.